Record 1
A structure of composition C38H41N10OS2Sn. Source: the Open Molecules 2025 dataset; level of theory: the ωB97M-V functional and the def2-TZVPD basis.

The geometry in XYZ format:
```
93
Properties=species:S:1:pos:R:3:forces:R:3
Sn 0.20980 0.17670 0.68063 -0.2003 -0.7407 -0.3998
C -1.67459 -3.19162 -3.75181 -0.0343 -0.0061 -0.0726
C -1.38396 -4.04553 -2.69527 -0.0441 -0.0113 0.0218
C -1.32959 -3.56075 -1.39962 0.0902 0.1311 -0.0008
C -1.53688 -2.20002 -1.13827 -0.0664 -0.0506 -0.2354
C -1.86112 -1.35881 -2.20161 -0.0261 -0.0264 0.1510
C -1.93848 -1.85455 -3.49311 -0.0269 0.0184 -0.0622
N -1.33073 -1.68074 0.14197 0.5102 0.1799 0.3037
C -1.90683 -2.22882 1.19560 0.1158 0.2409 0.0040
C -3.10202 -3.01768 1.14305 -0.2437 -0.1039 0.0597
C -3.70933 -3.44321 2.28212 0.1242 0.0285 -0.1542
C -3.16369 -3.16742 3.56781 0.0386 0.0476 0.1855
C -2.00259 -2.47343 3.67120 0.0528 0.0347 0.0457
C -1.34720 -1.99072 2.50468 -0.5188 -0.2233 -0.2217
N -0.17417 -1.33793 2.52597 0.6943 0.1118 0.2768
N 0.46072 -1.24317 3.63190 -0.6913 -0.2699 -0.0477
C 1.67125 -0.59191 3.54941 0.6974 0.4302 -0.1166
C 2.48469 -0.61824 4.68963 -0.1637 0.0145 -0.0410
C 3.70891 0.01031 4.65551 -0.0335 0.0257 -0.1083
C 4.09572 0.66432 3.48844 0.0105 0.0267 0.0676
C 3.22940 0.66031 2.41460 0.1072 0.0820 -0.1141
N 2.04821 0.04131 2.42656 -0.1721 -0.4143 0.0449
H -1.70592 -3.56774 -4.76611 -0.0555 -0.0158 0.0151
H -1.20029 -5.09625 -2.88282 0.0082 0.0047 0.0048
H -1.08598 -4.21883 -0.57373 0.0078 -0.0243 -0.0111
H -2.05892 -0.31459 -1.99111 0.0202 0.0129 -0.0154
H -2.22546 -1.19492 -4.30382 0.0663 0.0170 -0.0074
H -3.54637 -3.21583 0.17717 0.0103 -0.0038 0.0035
H -4.63721 -3.99763 2.21722 -0.0010 -0.0025 -0.0323
H -3.68289 -3.50805 4.45308 0.0292 -0.0209 0.0020
H -1.54608 -2.25235 4.62600 -0.0548 -0.0357 0.0290
H 2.12280 -1.13741 5.56531 -0.0031 0.0007 0.0060
H 4.35741 0.00068 5.52113 -0.0027 -0.0221 0.0069
H 5.04724 1.17153 3.41881 -0.0121 0.0112 -0.0280
H 3.47824 1.17931 1.49869 -0.0315 0.0182 -0.0267
C -1.37139 2.33639 3.85637 -0.0427 -0.0478 -0.0464
C -0.66703 3.29435 2.95966 -0.1492 0.3992 0.0161
N 0.13459 2.97013 1.99454 0.4889 0.1297 -0.1296
C 0.67840 4.08703 1.37843 -0.3804 0.2038 0.3628
C 0.21399 5.27133 1.87433 -0.0964 -0.0589 -0.0207
S -0.87642 5.00496 3.16109 0.1307 -0.2746 -0.1697
C 1.74939 4.00219 0.37706 0.3361 0.0769 -0.1831
C 2.39663 5.09631 -0.11932 -0.0153 0.0446 -0.1501
S 3.70406 4.62843 -1.10840 -0.2141 -0.3061 0.1446
C 3.31344 2.96664 -0.80609 -0.0227 0.5076 -0.0411
N 2.27565 2.79920 -0.04215 -0.0136 -0.2267 0.1745
C 4.14734 1.88359 -1.40100 -0.1831 -0.1075 0.0567
H -0.88550 1.36226 3.80485 -0.0020 -0.0069 0.0359
H -2.41333 2.22385 3.55546 0.0189 0.0177 0.0262
H -1.35330 2.69839 4.88351 0.0152 -0.0799 0.0285
H 0.46868 6.27158 1.56627 0.0305 -0.0117 0.0235
H 2.18104 6.13893 0.04361 0.0082 -0.0211 0.0623
H 5.08867 2.28098 -1.77522 0.0207 -0.0759 0.0204
H 3.60924 1.42179 -2.22498 -0.0415 -0.1051 -0.1623
H 4.33895 1.10613 -0.66142 0.0662 0.0115 -0.0084
O -1.17806 2.23332 -1.02803 -0.1107 0.0862 -0.0816
C -2.57916 2.33550 -1.19060 -0.0546 0.0636 -0.0573
C -3.39554 1.67082 -0.10033 0.0869 -0.0150 0.0813
C -4.78487 1.72953 -0.17363 -0.0056 -0.0245 0.0226
C -5.53262 1.16593 0.84230 0.0508 0.0425 -0.0585
C -4.86798 0.54962 1.89318 -0.0335 -0.0012 0.0623
C -3.48674 0.53436 1.87821 -0.1082 0.0184 -0.1351
N -2.75191 1.08455 0.90560 -0.0937 0.1344 -0.0216
H -0.93944 2.66668 -0.19604 0.0449 -0.0987 0.0272
H -2.81822 1.87423 -2.15135 0.0216 0.0162 0.0041
H -2.88225 3.38705 -1.25627 0.0079 -0.0274 -0.0364
H -5.26273 2.22054 -1.01209 -0.0051 0.0139 0.0010
H -6.61308 1.21691 0.82312 -0.0058 -0.0381 -0.0168
H -5.41173 0.10117 2.71305 0.0304 -0.0322 0.0007
H -2.93528 0.06095 2.67875 -0.0128 -0.0543 0.0754
C 1.21406 -0.18902 -4.97442 0.0533 0.0918 0.1758
C 0.96389 0.92776 -3.97733 0.0178 -0.0709 -0.1018
N 0.82959 0.34112 -2.65933 0.1083 -0.0200 0.1813
C 1.50676 -0.75673 -2.22546 0.0634 0.3486 -0.0834
N 1.43185 -1.07032 -0.95720 -0.0230 0.1051 0.4910
C 2.11305 -2.26419 -0.46352 -0.0273 -0.0277 0.0054
C 2.33260 -3.28282 -1.56628 0.0287 0.1330 0.0333
C 3.03930 -2.58363 -2.71152 -0.0355 -0.0843 0.1465
N 2.22851 -1.45355 -3.14299 -0.0241 -0.0264 0.0052
C 2.42864 -0.96570 -4.50100 -0.0913 0.0789 -0.1006
H 1.38290 0.21247 -5.97249 0.0181 -0.0135 -0.0060
H 0.34796 -0.85147 -4.99354 -0.0220 -0.0202 -0.0745
H 0.04796 1.47147 -4.20813 -0.0064 -0.0156 0.0337
H 1.79296 1.64744 -4.00720 -0.0550 0.0145 -0.0160
H 0.29710 0.84761 -1.96732 0.0086 0.0824 -0.0773
H 1.50387 -2.69127 0.33816 0.0122 -0.0165 -0.0147
H 3.07648 -1.97694 -0.02249 -0.0409 -0.0577 0.0344
H 1.36554 -3.64262 -1.92022 0.0039 -0.0854 0.0090
H 2.91574 -4.12857 -1.20269 0.0199 0.0042 -0.0228
H 3.16244 -3.25830 -3.55895 -0.0165 0.0562 -0.0454
H 4.03726 -2.24834 -2.40189 0.0017 -0.0166 -0.0382
H 2.60236 -1.82775 -5.14554 0.0232 -0.0280 0.0502
H 3.32162 -0.32861 -4.55032 0.0149 -0.0498 -0.0249
```
Forces are in eV/Å.

Summary:
**LUMO level (spin up / spin down)**: -3.348 / -3.350 eV
**Net charge**: +1
**HOMO energy (spin up / spin down)**: -9.2 / -9.2 eV
**Energy**: -3105.998015 Ha

Atom charges from the natural (NBO) analysis, given in e for atoms 1 to 5:
1. Sn 1.47
2. C -0.24
3. C -0.22
4. C -0.21
5. C 0.14

***

Record 2
An isolated molecule of C3H4N4O at a distorted geometry. Source: the Open Molecules 2025 dataset; level of theory: the ωB97M-V functional and the def2-TZVPD basis.

The geometry in XYZ format:
```
12
Properties=species:S:1:pos:R:3:forces:R:3
N -3.06878 0.06895 0.21666 7.9874 3.9292 -1.7443
C -1.62537 0.16909 -0.05959 -4.5426 -2.2226 1.3065
N -0.83192 -1.05180 -0.13559 2.5274 0.0513 0.8169
C 0.50339 -1.03331 -0.02390 -4.1552 1.5653 -0.9418
N 1.20800 0.20040 -0.07100 -1.3355 -3.4877 0.1534
O 2.53911 0.07358 0.28811 2.4932 -1.1992 -3.1701
C 0.41911 1.31027 -0.02963 -1.7417 -0.5256 -0.2133
N -0.88538 1.36391 -0.12326 0.2892 -0.6652 0.5415
H -3.33020 -0.86295 0.32549 0.1335 -2.3080 -0.0543
H 1.05871 -1.97779 0.03682 -0.0502 0.6027 -0.0852
H 3.10854 -0.46901 -0.56863 -2.7694 2.5916 3.4350
H 0.90479 2.20866 0.14452 1.1639 1.6682 -0.0444
```
Forces are in eV/Å.

Summary:
**LUMO level**: -0.484 eV
**Net charge**: 0
**HOMO energy**: -8.5 eV
**Energy relative to the best compared isomer or geometry (same formula, charge and spin)**: 497.1 kJ/mol
**Energy**: -410.813962 Ha
**SMILES**: N=c1ncn(O)cn1

Atom charges from the natural (NBO) analysis, given in e for atoms 1 to 5:
1. N -0.66
2. C 0.49
3. N -0.47
4. C 0.24
5. N -0.14

***

Record 3
A cluster of 11 separate species, C19H60O19S4 in total at a distorted geometry. Source: the Open Molecules 2025 dataset; level of theory: the ωB97M-V functional and the def2-TZVPD basis.

The geometry in XYZ format:
```
102
Properties=species:S:1:pos:R:3:forces:R:3
C -0.59080 -5.67181 -2.20190 -0.1402 0.0783 0.5083
C 0.02234 -5.98789 -3.59915 -1.2341 1.0070 1.2946
O -0.43919 -7.28123 -3.99939 -0.5358 -1.2659 -1.8818
S -1.34782 -7.46069 -5.41735 -0.0682 1.1926 -0.0898
C -2.83273 -6.61017 -4.79943 -0.3146 -0.6070 -0.0663
O -0.78413 -6.58108 -6.47546 -0.8445 -2.4261 2.1660
O -1.65285 -8.89587 -5.58366 1.2269 3.2303 0.3924
H -0.58679 -6.54981 -1.55600 0.3593 -0.2514 -0.2091
H -1.61025 -5.30568 -2.08045 -0.3261 -0.1195 -1.0095
H -0.05608 -4.90365 -1.64323 0.5946 -0.0059 -0.3258
H -0.26679 -5.25486 -4.35225 0.1784 0.0958 0.0292
H 1.09788 -5.93275 -3.43103 0.0571 -0.6046 -0.5973
H -3.64272 -6.53265 -5.52470 0.4407 -0.2247 -0.4784
H -2.61557 -5.59467 -4.46821 0.3552 -0.2576 0.0727
H -3.22693 -7.24009 -4.00200 0.2517 0.1737 0.1988
C 1.71263 1.30580 -4.12745 -0.3188 -0.1974 0.8008
C 2.10498 1.77360 -2.71048 0.1972 1.2797 -1.5418
O 1.68909 0.79378 -1.79428 -0.1880 -0.4561 2.3530
S 1.84682 1.10077 -0.13975 1.6312 -2.5121 -1.0171
C 0.43041 2.23999 0.06390 1.0649 -0.4956 0.6537
O 1.66926 -0.21677 0.54144 -0.3651 3.6678 -1.8653
O 3.14664 1.74728 0.04947 -2.2214 -0.2391 -0.1622
H 1.81994 0.22110 -4.13086 0.2871 0.0449 -0.4845
H 2.26989 1.81768 -4.91202 0.2903 -0.2448 0.1736
H 0.66222 1.51439 -4.33049 -0.0901 -0.0330 0.1794
H 3.16567 2.01835 -2.65430 0.1755 -0.5660 0.2343
H 1.62452 2.74239 -2.57381 -0.3402 0.0781 0.5227
H 0.35482 3.01700 -0.69678 0.3373 -0.4347 -0.2567
H 0.72662 2.73664 0.98785 -0.5762 -0.0718 0.2505
H -0.46551 1.62171 0.12027 0.1360 0.1686 0.1791
C -2.97832 -4.50119 4.09364 -0.5641 0.4597 0.7997
C -1.91416 -4.74735 5.16567 0.1030 1.4627 -1.8932
O -1.77182 -6.12303 5.44600 -0.2555 -1.0165 1.8474
S -2.57858 -6.68364 6.77207 -1.2267 0.4243 -0.8123
C -1.76442 -8.30078 6.86067 0.0657 0.3936 0.1553
O -2.23306 -5.85094 7.91805 -0.4591 -1.1586 -1.4048
O -3.99023 -6.86070 6.37000 2.6725 0.2906 1.0793
H -2.96609 -5.17242 3.23492 0.3518 -0.1007 0.2157
H -2.85097 -3.47659 3.74422 0.0077 0.0384 -0.1446
H -3.96634 -4.54563 4.55181 -0.1197 -0.1520 -0.1344
H -0.98908 -4.37326 4.72705 0.4670 -0.6634 0.0414
H -2.02014 -4.06014 6.00508 -0.4934 -0.6446 0.5166
H -1.87050 -8.71897 7.86165 -0.4560 0.2421 -0.0122
H -0.69046 -8.17934 6.71936 -0.1565 0.2173 -0.2889
H -2.21033 -8.96204 6.11770 0.0642 0.2168 0.0315
C -7.98846 0.56101 0.12631 -0.2449 -0.2836 -1.0034
C -6.64557 0.68797 -0.58752 0.1222 0.3816 1.5644
O -6.65759 0.02926 -1.83815 1.1360 -0.0585 -2.2328
S -5.69271 0.68343 -3.03304 -0.0132 1.6996 -0.5420
C -6.99454 1.79174 -3.67152 0.1525 -0.2713 0.6159
O -4.64786 1.54215 -2.47388 -1.3262 -1.5377 -0.2126
O -5.33911 -0.29839 -4.03121 -0.6830 0.3807 1.5369
H -8.03398 1.14795 1.04366 0.3024 -0.2417 0.0497
H -8.24863 -0.48568 0.28400 0.1079 0.0476 0.3307
H -8.77041 0.95402 -0.52346 -0.0674 0.1214 -0.0832
H -6.42367 1.75005 -0.69160 0.2550 -0.0479 -0.1348
H -5.85968 0.19862 -0.01219 0.0681 0.3258 0.2297
H -7.02580 2.61038 -2.95253 -0.2202 -0.1890 0.2082
H -7.88975 1.17221 -3.61777 -0.0607 0.3251 -0.2272
H -6.86756 2.27597 -4.63977 0.4931 -0.6515 -0.0926
C 3.87499 5.65418 5.31921 -0.1637 -0.0896 -1.8949
O 3.88977 5.56612 6.69263 0.1962 -0.4903 1.2346
H 4.01796 4.70486 4.80303 -0.0043 -0.5405 0.7185
H 2.89983 5.97817 4.95561 0.0085 0.4778 -0.1800
H 4.69526 6.23681 4.89993 -0.0873 0.6118 0.1157
H 3.65995 6.42220 7.06128 0.0314 -0.0126 0.0026
C 8.38827 4.20850 0.90970 0.9094 1.1293 0.7183
O 8.22078 2.83734 0.89510 -0.7914 -1.2495 -0.3338
H 8.50813 4.66847 -0.07121 -0.1698 -0.0930 -0.2253
H 7.58776 4.70307 1.45986 -0.0463 0.2000 -0.0582
H 9.31543 4.36212 1.46186 0.0664 0.4486 -0.0222
H 7.27353 2.69153 0.95047 0.0085 -0.4594 -0.1296
C -3.31662 2.49942 5.61219 -1.1359 -0.0121 -0.4255
O -2.62855 1.43241 5.02133 0.5373 -0.3549 -0.0287
H -3.56038 2.30240 6.65616 0.3898 0.3075 0.2586
H -2.83051 3.45539 5.41745 0.0949 0.1090 0.4037
H -4.28703 2.52656 5.11654 -0.0483 0.1629 -0.1102
H -1.78919 1.36474 5.48229 0.2113 -0.2111 -0.0945
C -1.92288 3.59077 -8.70265 -0.2414 0.1319 0.6508
O -2.97750 4.46735 -9.07096 -0.0400 -0.0172 -0.5154
H -0.95491 4.08514 -8.78475 0.1425 -0.0492 0.0226
H -2.13087 3.32356 -7.66657 0.5529 -0.4270 0.1398
H -1.90837 2.67965 -9.30077 -0.2789 0.2427 -0.1604
H -3.05556 5.09105 -8.34537 -0.1364 0.1162 -0.1333
C 2.56243 0.49560 6.42697 -0.3507 0.2348 0.8163
O 1.69510 1.59287 6.69151 -0.4159 0.4440 -0.8341
H 3.33368 0.63159 5.66883 -0.0021 0.4784 -0.0477
H 3.00780 0.31558 7.40540 0.4084 -0.9496 -0.2817
H 1.91524 -0.30641 6.07197 0.1623 -0.1393 0.3402
H 2.19745 2.36169 6.97106 0.1702 -0.0277 -0.0157
C 9.08865 1.07701 -4.03189 -0.0945 0.0772 0.1406
O 10.02958 1.36466 -2.98030 -0.8804 -0.0231 -0.5390
H 9.36495 0.14134 -4.51796 -0.0088 0.0933 -0.0818
H 8.06296 1.00068 -3.67101 0.0127 -0.3543 0.3666
H 8.99598 1.88026 -4.76285 0.6371 0.1170 -0.1226
H 9.48261 1.43990 -2.19496 0.3264 0.1072 0.2804
C 4.04441 6.73310 -2.17152 0.8999 1.9860 -1.5715
O 3.47072 6.24525 -1.05689 -0.9857 -2.0504 2.5599
H 4.76046 6.04944 -2.62756 -0.4747 -0.4726 0.0412
H 3.27928 7.06978 -2.87104 0.2106 -0.1157 -0.5711
H 4.66093 7.59627 -1.92065 0.1402 0.4607 -0.1510
H 2.73238 6.76392 -0.72911 0.1971 0.1890 -0.3094
```
Forces are in eV/Å.

Summary:
**LUMO level**: -0.018 eV
**Net charge**: 0
**HOMO energy**: -10.3 eV
**Energy relative to the best compared isomer or geometry (same formula, charge and spin)**: 356.8 kJ/mol
**Energy**: -3781.901348 Ha
**SMILES**: CCOS(C)(=O)=O.CCOS(C)(=O)=O.CCOS(C)(=O)=O.CCOS(C)(=O)=O.CO.CO.CO.CO.CO.CO.CO

Atom charges from the Mulliken analysis, given in e for atoms 1 to 5:
1. C -1.08
2. C -0.23
3. O -0.36
4. S 1.08
5. C -0.83